Entry 1:
DFT (ωB97M-V/def2-TZVPD) results for C39H27Br4DyN3O4P as an isolated structure in a non-equilibrium geometry.

Each line ends with the Mulliken spin population.
Element x y z (Å)
Dy  -0.00388  -0.07284  -0.28333  5.34
C  -4.97213  1.72287  2.25705  0.00
C  -3.87751  2.49050  2.93456  0.00
C  -4.22997  3.56728  3.74111  0.00
C  -3.28783  4.29584  4.44194  0.00
C  -1.95155  3.94568  4.36677  0.00
C  -1.57762  2.89815  3.54871  0.00
C  -2.51816  2.17165  2.81946  0.01
P  -1.80090  0.87160  1.73183  -0.06
C  -2.84626  1.01820  0.21478  0.01
C  -3.47268  -0.11044  -0.31962  0.01
C  -4.17873  -0.02292  -1.50712  0.00
C  -4.28767  1.19759  -2.15265  0.00
C  -3.68708  2.32404  -1.61760  0.00
C  -2.92265  2.25021  -0.45844  0.00
C  -2.21279  3.47012  0.04189  0.00
C  -2.28775  -0.66449  2.60419  -0.01
C  -3.00462  -0.60467  3.79996  0.00
C  -3.21743  -1.73918  4.55721  0.00
C  -2.66255  -2.94459  4.15545  0.00
C  -1.91204  -3.00526  3.00022  0.00
C  -1.72409  -1.88716  2.18122  0.03
C  -0.96852  -2.02297  0.90793  -0.14
H  -5.88287  1.77619  2.85354  0.00
H  -4.70229  0.67728  2.12355  0.00
H  -5.18739  2.14906  1.27627  0.00
H  -5.27347  3.83616  3.81956  0.00
H  -3.59692  5.13195  5.04869  0.00
H  -1.21008  4.49225  4.92861  0.00
H  -0.53394  2.62211  3.46372  0.00
H  -3.44404  -1.05273  0.21376  0.00
H  -4.64822  -0.90118  -1.92508  0.00
H  -4.84200  1.27185  -3.07683  0.00
H  -3.78716  3.27368  -2.12355  0.00
H  -2.03023  4.16201  -0.77675  0.00
H  -1.25089  3.20182  0.49157  0.00
H  -2.81003  3.98968  0.79129  0.00
H  -3.39084  0.33911  4.15254  0.00
H  -3.79789  -1.67818  5.46559  0.00
H  -2.81450  -3.83401  4.74898  0.00
H  -1.47061  -3.94717  2.70608  0.00
H  -1.67223  -2.37340  0.13157  0.00
H  -0.25135  -2.85209  1.03036  -0.01
O  7.81667  1.61241  1.04901  0.00
N  6.96280  1.88323  0.22372  0.00
O  7.16638  2.54388  -0.77871  0.00
C  5.63443  1.39814  0.48436  0.00
C  5.36717  1.02874  1.78053  0.00
C  4.09011  0.58778  2.17764  0.00
C  3.78079  0.23992  3.51006  0.00
C  2.50218  -0.15502  3.81686  0.00
C  1.54564  -0.19926  2.79865  0.00
N  1.80570  0.11402  1.53695  -0.02
C  3.05579  0.49845  1.21461  0.00
C  3.34486  0.82043  -0.16354  -0.01
N  2.34631  0.63788  -1.05263  -0.01
C  2.57088  0.92098  -2.32623  0.00
C  3.79335  1.40377  -2.78902  0.00
C  4.82877  1.58558  -1.90068  0.00
C  4.63011  1.29274  -0.53712  0.00
H  6.15536  1.10051  2.51598  0.00
H  4.55415  0.29358  4.26043  0.00
H  2.22210  -0.43277  4.82140  0.00
H  0.52647  -0.50564  3.01368  0.00
H  1.74735  0.75759  -3.01338  0.00
H  3.92221  1.62843  -3.83622  0.00
H  5.78217  1.95406  -2.24153  0.00
Br  -2.31314  -0.92743  -6.82114  0.00
C  -1.76868  -0.14713  -5.18861  0.00
C  -1.72368  1.23370  -5.04082  0.00
Br  -2.27232  2.35678  -6.45664  0.00
C  -1.27712  1.78254  -3.84182  0.00
Br  -1.15533  3.65928  -3.61212  0.00
C  -0.86633  0.99851  -2.76479  0.00
O  -0.44944  1.49609  -1.63591  -0.03
C  -0.89055  -0.43618  -2.93037  -0.04
O  -0.44055  -1.18552  -1.96954  -0.06
C  -1.37163  -0.95936  -4.13183  0.00
Br  -1.43473  -2.84382  -4.27804  0.00

## Properties
Multiplicity: 6
Kohn-Sham gap (alpha / beta) in hartree: 0.1884 / 0.1886
HOMO (alpha / beta) in eV: -7.11 / -7.12
Expectation value of S²: 9.190
Energy in a.u.: -13490.044311
ΔE to the lowest compared entry with this formula, charge and spin in kJ/mol: 0.0



Entry 2:
DFT (ωB97M-V/def2-TZVPD) results for C39H28Cl3MgN7O4S2Te as an isolated structure in a non-equilibrium geometry.

Each line ends with the Löwdin charge.
Element x y z (Å)
Mg  -0.97832  -0.59211  1.53503  0.41
C  -1.13678  -4.47603  3.30418  -0.08
O  -1.04932  -4.11345  4.68252  -0.09
C  -1.37327  -2.84821  5.09752  -0.21
C  -1.66918  -2.74313  6.43840  -0.03
C  -2.00071  -1.51734  7.02865  -0.13
C  -2.05558  -0.39422  6.23820  -0.09
C  -1.76537  -0.46495  4.86990  -0.17
C  -1.89971  0.74801  4.08388  -0.07
N  -1.76817  0.79394  2.81190  -0.04
N  -2.08636  1.99352  2.16536  0.07
C  -2.12671  1.78262  0.86855  -0.47
O  -1.90487  0.65807  0.27218  -0.14
C  -2.52572  2.97345  0.03961  -0.14
C  -2.55001  4.26463  0.57306  -0.04
C  -2.96484  5.33672  -0.20749  -0.10
C  -3.37617  5.12905  -1.52137  -0.14
C  -3.35479  3.84684  -2.05397  -0.14
C  -2.91892  2.77535  -1.28051  -0.03
C  -1.38762  -1.69817  4.25422  -0.33
O  -1.06312  -1.76085  3.00309  -0.22
H  -1.02612  -5.55958  3.28259  0.08
H  -0.35706  -4.01188  2.70937  0.08
H  -2.10378  -4.20515  2.87569  0.09
H  -1.63599  -3.65352  7.02691  0.11
H  -2.21076  -1.46562  8.09087  0.08
H  -2.33347  0.56540  6.66662  0.10
H  -2.19094  1.65885  4.60840  0.12
H  -2.23737  4.39246  1.60058  0.10
H  -2.96595  6.33925  0.20771  0.09
H  -3.71162  5.96518  -2.12750  0.09
H  -3.68957  3.67999  -3.07293  0.06
H  -2.88696  1.76639  -1.67606  0.10
N  -1.56615  -2.16864  0.33133  0.18
C  -1.89798  -3.06340  -0.31757  -0.15
C  -2.30342  -4.15595  -1.10998  -0.28
C  -2.70946  -3.96443  -2.45647  -0.27
N  -3.04598  -3.83146  -3.55735  0.10
C  -2.34085  -5.47435  -0.57236  -0.27
N  -2.37450  -6.56064  -0.17573  0.09
Te  1.92496  -0.52817  3.88971  0.63
C  3.54366  -0.38115  5.22600  -1.12
C  3.59271  -0.77635  6.54288  -0.30
C  4.85532  -0.56434  7.18122  -0.25
C  5.77968  -0.00188  6.35262  -0.50
S  5.09266  0.26310  4.79236  0.82
H  2.72766  -1.21303  7.03050  0.08
H  5.06189  -0.82442  8.21498  0.08
H  6.80921  0.26871  6.55498  0.03
Cl  1.09079  -4.46875  -5.95166  0.66
C  1.31410  -2.91535  -5.20254  -0.66
C  2.52351  -2.25656  -5.34708  -0.11
C  2.67065  -1.00557  -4.77244  -0.02
C  1.64183  -0.41044  -4.04954  -0.19
C  1.82416  0.98649  -3.51800  -0.30
C  2.66067  1.01304  -2.24793  -0.06
N  2.07909  0.21839  -1.19085  -0.06
C  2.40862  -1.09348  -0.88197  -0.04
C  1.64321  -1.42784  0.18647  -0.13
N  0.84338  -0.35282  0.53463  0.01
C  1.12189  0.60406  -0.31877  -0.14
O  2.49503  1.76535  -4.50500  -0.10
C  2.03967  3.10146  -4.58045  -0.16
C  0.61684  3.18404  -5.04684  -0.33
C  -0.34129  3.95666  -4.48302  -0.96
Cl  -0.16835  4.97991  -3.11966  0.70
S  -1.84796  3.83614  -5.29786  1.00
C  -1.19593  2.71703  -6.42124  -0.40
C  0.10574  2.45709  -6.16893  -0.13
C  0.46251  -1.12211  -3.88118  -0.56
Cl  -0.79680  -0.49385  -2.87544  0.81
C  0.27874  -2.36501  -4.47288  -0.11
H  3.33344  -2.71279  -5.90321  0.10
H  3.59621  -0.45608  -4.90717  0.12
H  0.84077  1.40987  -3.30062  0.12
H  2.75871  2.04544  -1.91254  0.14
H  3.65404  0.62909  -2.47120  0.14
H  3.15784  -1.63755  -1.43539  0.12
H  1.61694  -2.34598  0.75298  0.11
H  0.66995  1.58799  -0.31737  0.15
H  2.69839  3.58560  -5.30071  0.14
H  2.14790  3.61940  -3.62391  0.10
H  -1.83005  2.31207  -7.19808  0.07
H  0.70497  1.75241  -6.73492  0.12
H  -0.66351  -2.88652  -4.35801  0.08

## Properties
Charge: -2
Multiplicity: 1
Kohn-Sham gap in hartree: 0.1498
HOMO in eV: -0.95
Energy in a.u.: -4832.476987
ΔE to the lowest compared entry with this formula, charge and spin in kJ/mol: 90.5



Q: Which formula does entry 2 have?
A: C39H28Cl3MgN7O4S2Te



Q: Among the records above, which one has the lowest energy?
A: C39H27Br4DyN3O4P



Q: Which formula does entry 2 have?
A: C39H28Cl3MgN7O4S2Te